# 1
ORCA calculation (ωB97M-V with the def2-TZVPD basis set) on an isolated ion of composition C9H13N3 and charge +2 in a non-equilibrium geometry.

Calculated values
* M: 163.2 g mol⁻¹
* relative energy (zero: lowest compared OMol25 entry of this formula, charge and spin): 144.3 kcal/mol
* F_max: 0.0931 hartree/bohr
* SMILES: CN1[NH+]=C1[C@H]([NH3+])c1ccccc1
* total energy: -13991.417 eV

```
! RIJCOSX wB97M-V def2-TZVPD def2/J DEFGRID3
* xyz 2 1
N 1.7561 -1.0138 -1.4740
N 2.1377 -0.9913 -0.0372
N 0.8942 1.9286 0.5832
C 3.4400 -0.8727 0.4370
C 0.4225 1.0651 -0.5752
C -0.9225 0.3937 -0.1858
C -3.3392 -0.9296 0.3054
C -3.2755 -0.0595 -0.7881
C -2.0491 0.5063 -1.0669
C -1.0246 -0.3747 0.9519
C 1.3704 0.0308 -0.8539
C -2.2759 -0.9442 1.2229
H -1.9601 0.9595 -1.9780
H 3.3075 -0.1953 1.2931
H 0.2556 2.7310 0.7162
H -3.9819 -0.0864 -1.5672
H 1.8162 2.2867 0.3990
H -2.4898 -1.3694 2.1796
H 3.7402 -1.8493 0.8048
H 1.3043 -1.6073 -2.3060
H 0.0750 1.5920 -1.3686
H 0.9427 1.3728 1.4706
H -0.1205 -0.5649 1.5229
H -4.2613 -1.5372 0.5380
H 4.2379 -0.4711 -0.2239
*
```

***

# 2
ORCA calculation (ωB97M-V with the def2-TZVPD basis set) on C4H6ClNO as an isolated structure in a non-equilibrium geometry.

Calculated values
* M: 119.6 g mol⁻¹
* relative energy (zero: lowest compared OMol25 entry of this formula, charge and spin): 143.4 kcal/mol
* F_max: 0.0599 hartree/bohr
* total energy: -20299.661 eV

```
! RIJCOSX wB97M-V def2-TZVPD def2/J DEFGRID3
* xyz 0 1
Cl 0.9448 0.2860 -1.1155
O -2.6790 -1.5758 -2.0582
N -1.0597 1.1749 -1.2169
C -2.1226 0.4436 -0.7456
C -2.4363 -0.7569 -1.2639
C 1.1971 -0.6281 0.2467
C 2.1194 -0.1938 1.3568
H -2.7905 0.8218 0.0252
H 1.6881 0.7913 1.7406
H 0.8300 -1.6270 0.2733
H -0.8611 2.0889 -0.7654
H 1.9860 -0.8076 2.2341
H 3.1839 -0.0173 1.2889
*
```

***

# 3
ORCA calculation (ωB97M-V with the def2-TZVPD basis set) on C14H28N2O4 as an isolated structure in a non-equilibrium geometry.

Calculated values
* M: 288.4 g mol⁻¹
* relative energy (zero: lowest compared OMol25 entry of this formula, charge and spin): 371.8 kcal/mol
* F_max: 0.2985 hartree/bohr
* total energy: -26128.586 eV

```
! RIJCOSX wB97M-V def2-TZVPD def2/J DEFGRID3
* xyz 0 1
O 0.5064 1.2509 -1.9668
O -4.2251 -0.6252 0.4095
O 4.3381 -1.4156 -0.8763
O 2.4648 -1.8087 0.4155
N -0.9642 0.6739 -0.0263
N 1.3931 0.2860 -0.0004
C 3.1388 -1.0538 -0.3102
C 2.5991 0.4437 -0.5322
C -2.6457 -0.1511 -1.5469
C -2.1384 0.9417 -0.8046
C 3.3881 0.4399 2.7028
C 4.6888 1.6145 -0.5917
C 4.4948 0.8901 1.4961
C -5.8138 1.1546 -0.1611
C 0.3566 0.9077 -0.6863
C -6.4450 -1.1780 1.1084
C 4.6191 -2.5963 -0.7499
C -5.6322 -0.3437 0.1962
C -3.3033 -1.1628 -0.2824
C 3.6395 1.2482 0.2890
H -6.8513 1.3365 -0.7445
H 5.4432 2.4714 -0.4229
H -2.0496 -0.8570 -2.0860
H 4.3726 2.1637 -1.6420
H 4.9752 -0.2505 1.1359
H 5.5986 -2.8230 -1.5861
H -7.4529 -0.7278 0.7628
H -5.6824 1.6609 0.8624
H 3.0430 2.4200 0.5101
H 5.2899 0.8959 -1.1758
H 2.9229 -0.6122 2.4065
H -3.7592 -2.1154 -1.0062
H 2.7811 1.2408 2.7643
H -5.0952 1.4549 -1.0218
H -2.4112 -1.5159 0.2418
H 1.1689 -0.1235 1.1560
H 3.9432 0.1549 3.5984
H 5.0628 1.5412 1.8760
H 3.9062 -3.3062 -1.4425
H 4.9068 -2.9880 0.0684
H -6.2747 -0.4893 2.1113
H -1.7936 1.6855 -1.8619
H -0.9566 0.0852 0.7904
H -5.6468 -0.8944 -0.9417
H -3.5942 -0.0814 -2.1550
H -6.3217 -2.0804 1.3997
H -2.7661 1.6892 -0.1748
H 2.7818 0.5489 -1.5050
*
```

***

# 4
ORCA calculation (ωB97M-V with the def2-TZVPD basis set) on a 2-piece molecular cluster, C6H12O overall in a non-equilibrium geometry.

Calculated values
* M: 100.2 g mol⁻¹
* relative energy (zero: lowest compared OMol25 entry of this formula, charge and spin): 38.6 kcal/mol
* F_max: 0.0300 hartree/bohr
* SMILES: C=C/C=C/CC.O
* total energy: -8462.679 eV

```
! RIJCOSX wB97M-V def2-TZVPD def2/J DEFGRID3
* xyz 0 1
O -4.0942 1.0546 -1.2653
C -0.2507 -2.5932 -0.1202
C 2.0409 2.9177 0.1306
C 0.9095 -0.4972 0.6479
C 0.8198 0.8126 0.4523
C -0.2157 -1.4609 0.8946
C 2.0179 1.5864 0.0912
H 1.2101 3.5676 0.3753
H -4.6817 0.3406 -1.5664
H -0.7121 -2.3594 -1.0828
H 2.9148 1.0616 -0.2056
H -0.1492 -1.8401 1.9252
H -0.6102 -3.5092 0.2939
H 0.7563 -2.8024 -0.4931
H -3.4404 0.9912 -1.9752
H 2.9578 3.4251 -0.1670
H -0.1340 1.3196 0.5211
H -1.1971 -0.9901 0.9252
H 1.8582 -1.0245 0.6183
*
```

***

# 5
ORCA calculation (ωB97M-V with the def2-TZVPD basis set) on an isolated molecule of C4H4N4 in a non-equilibrium geometry.

Calculated values
* M: 108.1 g mol⁻¹
* relative energy (zero: lowest compared OMol25 entry of this formula, charge and spin): 64.8 kcal/mol
* F_max: 0.1210 hartree/bohr
* SMILES: c1cc2[nH]nnc2[nH]1
* total energy: -10170.027 eV

```
! RIJCOSX wB97M-V def2-TZVPD def2/J DEFGRID3
* xyz 0 1
N -0.9925 1.8420 -0.6536
N -1.3612 -0.6094 0.0930
N 0.2324 2.2479 -0.8530
N 1.1366 1.3938 -0.4899
C -0.3616 -1.6111 0.3817
C 0.6007 0.2606 -0.0689
C 0.8719 -0.9800 0.3150
C -0.7138 0.5876 -0.1168
H 2.1733 1.6660 -0.2851
H 1.7067 -1.5612 0.7172
H -2.4433 -0.6263 0.4690
H -0.8492 -2.6101 0.4915
*
```

***

# 6
ORCA calculation (ωB97M-V with the def2-TZVPD basis set) on C37H45CuN7Si3 as an isolated structure in a non-equilibrium geometry.

Calculated values
* M: 735.6 g mol⁻¹
* relative energy (zero: lowest compared OMol25 entry of this formula, charge and spin): 28.2 kcal/mol
* F_max: 0.0245 hartree/bohr
* total energy: -117802.839 eV
* expectation value of S²: 0.8018

```
! RIJCOSX wB97M-V def2-TZVPD def2/J DEFGRID3
* xyz 0 2
Cu -0.1940 -0.8132 -0.6803
Si -1.0005 -2.2709 2.0387
Si -1.5628 0.7984 1.8364
Si 1.3860 -0.2040 2.3161
N 6.5484 1.2228 1.9510
N -0.4121 -0.3533 -2.8382
N -1.3634 0.1338 -4.7541
N -1.8579 -2.2502 -0.6306
N 1.7842 -1.6115 -1.0471
N 5.3475 -0.0130 0.3313
N -7.0982 7.8150 -1.7458
C 3.9591 -2.9751 -2.0744
C -0.2815 -0.6433 -5.0450
C 1.3442 -0.0221 4.2231
C -4.5075 5.6427 -2.5573
C -5.6617 4.8710 -0.5581
C 1.7618 -2.9334 -1.1554
C -1.4027 0.2832 -3.4172
C 6.1259 0.4799 -0.6373
C 4.0066 -1.5844 -1.9457
C 2.0879 1.4525 1.6651
C 2.7211 -1.5384 1.9991
C -3.3673 0.3082 1.4104
C 0.2979 -0.9352 -3.8446
C 7.1452 1.3961 -0.3319
C 7.3175 1.7293 0.9959
C -2.9489 -3.9285 0.6302
C 5.9741 0.0439 -2.0108
C -2.0844 -2.2752 3.6161
C -6.4018 6.9004 -1.6829
C -1.1816 2.2211 0.5908
C 0.1685 -3.7671 2.3161
C -2.8100 2.6771 -1.1888
C -3.6585 -4.3516 -0.4793
C -2.0479 -2.8694 0.5365
C -4.7914 3.8280 -0.4583
C -5.5350 5.8045 -1.6066
C 5.1254 -0.8489 -2.5386
C -2.5471 -2.6388 -1.6935
C -3.6989 3.6876 -1.3681
C 2.8363 -3.6606 -1.6449
C 5.6016 0.3893 1.5603
C -3.4544 -3.6844 -1.6789
C -1.9545 1.8868 -0.6408
C -1.6989 1.6883 3.5272
C -0.3064 -0.5905 1.5354
C -3.6084 4.6232 -2.4398
C 2.8818 -0.9604 -1.3967
H 0.7494 -4.0085 1.4320
H 3.4551 -1.2084 1.2749
H -1.5138 -1.8244 4.4216
H 2.8674 0.1109 -1.2651
H -3.0837 -4.4166 1.5834
H 1.5297 2.2930 2.0636
H 0.6797 0.7762 4.5256
H -2.3769 -3.2711 3.9343
H -2.5921 2.3045 3.5688
H -3.9827 -3.9712 -2.5767
H 0.9989 -0.9334 4.6996
H -0.8492 2.3406 3.6913
H 7.7739 1.8034 -1.1077
H -1.7451 0.9876 4.3524
H -2.1460 0.8719 -2.9236
H 5.2787 -1.0966 -3.5861
H -3.4169 -0.3085 0.5211
H -2.0140 0.5221 -5.4176
H 0.8471 -3.4213 -0.8491
H 0.8619 -3.5530 3.1211
H 6.7068 0.4781 -2.6818
H 1.1736 -1.5210 -3.6549
H 3.2430 -1.7751 2.9206
H -3.8641 -0.2373 2.2029
H 2.0361 1.4978 0.5818
H 3.1280 1.5887 1.9456
H -0.0293 -0.9260 -6.0463
H -2.3680 -2.0862 -2.6069
H -0.3871 -4.6611 2.5890
H 4.7953 -3.5074 -2.5069
H -3.9638 1.1930 1.2144
H -4.8802 3.1062 0.3399
H -2.9835 -1.6861 3.4873
H -1.7414 0.8696 -0.9664
H 2.2970 -2.4563 1.6208
H -0.1241 2.2383 0.3499
H 2.7959 -4.7387 -1.6959
H -6.4610 4.9885 0.1615
H 2.3290 0.2054 4.6199
H -1.4730 3.1990 0.9644
H -2.8097 4.5145 -3.1586
H -4.3568 -5.1772 -0.4184
H 4.9765 -0.0164 2.3421
H -4.4377 6.3422 -3.3794
H 8.0952 2.4071 1.3209
*
```

***

# 7
ORCA calculation (ωB97M-V with the def2-TZVPD basis set) on a 2-piece molecular cluster, C12H16F3O7S overall.

Calculated values
* M: 361.3 g mol⁻¹
* F_max: 0.0172 hartree/bohr
* total energy: -46014.367 eV

```
! RIJCOSX wB97M-V def2-TZVPD def2/J DEFGRID3
* xyz 1 1
S -0.1709 2.1558 1.9582
F 2.9608 0.4924 -2.9107
F 0.9623 1.1811 -3.4947
F 2.5819 2.6194 -3.2040
O 0.2761 -1.0243 -1.2038
O 1.6637 2.9479 -0.8704
O -2.5166 0.9570 1.6028
O 0.0021 2.4031 3.5355
O 1.2975 -5.3237 -2.7553
O -0.6809 -6.2188 -1.2644
O -1.6685 -1.9155 0.3389
C 1.6664 1.5809 -1.2483
C -0.9984 -2.8094 -0.3919
C 0.6206 -4.4466 -2.0443
C 1.8801 3.1576 0.4914
C 0.0985 -2.2366 -1.2444
C 0.5492 3.5970 1.1315
C -0.4918 -5.0242 -1.2071
C -1.2731 -4.1160 -0.3756
C 2.0412 1.4687 -2.7366
C -1.9840 2.2044 1.6274
C 0.8890 -3.1301 -2.0544
C -2.6114 0.2926 2.8627
H 0.6883 1.1366 -1.1447
H -2.7747 -0.7560 2.6587
H 2.4097 1.0182 -0.6933
H 2.2115 2.2480 0.9906
H 2.6551 3.9022 0.6377
H 0.6686 4.3941 1.8587
H -1.2819 -1.0502 0.1210
H -3.4529 0.6621 3.4415
H -2.0607 -4.5391 0.2317
H -0.1557 3.8979 0.3640
H -0.3701 3.2594 3.7917
H 0.9036 -6.1988 -2.5740
H -2.0801 2.6376 0.6347
H 1.6829 -2.7041 -2.6519
H -2.4358 2.9008 2.3407
H -1.7013 0.3787 3.4504
*
```

***

> Which of these has the highest F_max?

C14H28N2O4

***

> Which of these has the highest F_max?

C14H28N2O4

***

Repeat the fourth record exactly.
ORCA calculation (ωB97M-V with the def2-TZVPD basis set) on a 2-piece molecular cluster, C6H12O overall in a non-equilibrium geometry.

Calculated values
* M: 100.2 g mol⁻¹
* relative energy (zero: lowest compared OMol25 entry of this formula, charge and spin): 38.6 kcal/mol
* F_max: 0.0300 hartree/bohr
* SMILES: C=C/C=C/CC.O
* total energy: -8462.679 eV

```
! RIJCOSX wB97M-V def2-TZVPD def2/J DEFGRID3
* xyz 0 1
O -4.0942 1.0546 -1.2653
C -0.2507 -2.5932 -0.1202
C 2.0409 2.9177 0.1306
C 0.9095 -0.4972 0.6479
C 0.8198 0.8126 0.4523
C -0.2157 -1.4609 0.8946
C 2.0179 1.5864 0.0912
H 1.2101 3.5676 0.3753
H -4.6817 0.3406 -1.5664
H -0.7121 -2.3594 -1.0828
H 2.9148 1.0616 -0.2056
H -0.1492 -1.8401 1.9252
H -0.6102 -3.5092 0.2939
H 0.7563 -2.8024 -0.4931
H -3.4404 0.9912 -1.9752
H 2.9578 3.4251 -0.1670
H -0.1340 1.3196 0.5211
H -1.1971 -0.9901 0.9252
H 1.8582 -1.0245 0.6183
*
```

***

> Which of these has the highest F_max?

C14H28N2O4